1.
{
  "formula": "C31H87F3O38P9",
  "method": "ωB97M-V with the def2-TZVPD basis set",
  "elements": ["C", "O", "O", "C", "F", "F", "F", "C", "C", "H", "H", "H", "H", "H", "H", "C", "O", "P", "O", "O", "C", "O", "C", "H", "H", "H", "H", "H", "H", "H", "H", "H", "C", "O", "P", "O", "O", "C", "O", "C", "H", "H", "H", "H", "H", "H", "H", "H", "H", "C", "O", "P", "O", "O", "C", "O", "C", "H", "H", "H", "H", "H", "H", "H", "H", "H", "C", "O", "P", "O", "O", "C", "O", "C", "H", "H", "H", "H", "H", "H", "H", "H", "H", "C", "O", "P", "O", "O", "C", "O", "C", "H", "H", "H", "H", "H", "H", "H", "H", "H", "C", "O", "P", "O", "O", "C", "O", "C", "H", "H", "H", "H", "H", "H", "H", "H", "H", "C", "O", "P", "O", "O", "C", "O", "C", "H", "H", "H", "H", "H", "H", "H", "H", "H", "C", "O", "P", "O", "O", "C", "O", "C", "H", "H", "H", "H", "H", "H", "H", "H", "H", "C", "O", "P", "O", "O", "C", "O", "C", "H", "H", "H", "H", "H", "H", "H", "H", "H"],
  "xyz": [[-1.2594, 0.3775, 0.0545], [-0.6917, 0.2532, 1.3981], [-2.5409, 0.6817, 0.1476], [-0.4230, 1.3384, -0.8096], [0.7207, 0.7504, -1.2926], [-1.1148, 1.7018, -1.8931], [-0.0202, 2.4652, -0.1712], [0.6953, 0.0597, 1.5581], [1.0293, 0.1133, 3.0304], [2.0931, -0.1271, 3.1546], [0.8571, 1.1344, 3.3664], [0.5119, -0.6486, 3.6123], [1.2400, 0.8662, 1.0499], [1.1031, -0.8580, 1.1064], [-1.0998, -0.6717, -0.2846], [3.1704, 2.4560, 5.0128], [4.1630, 1.4752, 4.6806], [5.0524, 1.6473, 3.3707], [4.3138, 1.7728, 2.1163], [5.8886, 2.9785, 3.7081], [6.5864, 3.5893, 2.6302], [6.0944, 0.4380, 3.5283], [6.6091, 0.1494, 4.8282], [2.1957, 2.0972, 4.6867], [3.4600, 3.4245, 4.6141], [3.0719, 2.4995, 6.0980], [6.1462, 4.5642, 2.4181], [6.6194, 3.0414, 1.6882], [7.6276, 3.7746, 2.9029], [6.1704, -0.7860, 5.1784], [6.3457, 0.8959, 5.5761], [7.6904, 0.0305, 4.8272], [0.9450, -4.2370, 2.2129], [0.0004, -3.2124, 2.5265], [-1.5729, -3.2458, 2.3069], [-2.2314, -2.0148, 2.7268], [-1.5650, -3.5804, 0.7299], [-2.7540, -3.2745, 0.0184], [-2.0795, -4.5838, 3.0261], [-3.4108, -5.1191, 2.9553], [1.4829, -4.4233, 3.1388], [1.6047, -3.7482, 1.4864], [0.5187, -5.0763, 1.6643], [-2.5227, -2.8686, -0.9637], [-3.3585, -2.4797, 0.4712], [-3.4254, -4.1320, -0.0661], [-3.6863, -5.3098, 1.9179], [-4.1368, -4.4276, 3.3760], [-3.3269, -6.0491, 3.5106], [-8.3630, 3.7183, -2.4209], [-7.4077, 3.7935, -3.4742], [-6.3995, 2.5544, -3.6646], [-7.0128, 1.2548, -3.2955], [-5.8167, 2.7049, -5.1348], [-6.6344, 2.4779, -6.2689], [-5.1413, 2.9804, -2.8016], [-4.3968, 1.9986, -2.0319], [-8.7102, 2.6942, -2.2806], [-9.2364, 4.2873, -2.7387], [-7.9930, 4.1161, -1.4776], [-7.6409, 2.1337, -6.0249], [-6.1440, 1.7790, -6.9434], [-6.8018, 3.3963, -6.8372], [-4.4407, 1.0119, -2.4857], [-4.7468, 1.9649, -1.0024], [-3.3704, 2.3560, -2.0041], [-8.2162, -0.5452, 2.0569], [-7.7012, -1.8731, 1.8599], [-6.1480, -1.9654, 1.5069], [-5.2414, -1.0751, 2.2388], [-6.0619, -1.8374, -0.0857], [-5.5807, -0.6004, -0.6381], [-5.8048, -3.5028, 1.7809], [-6.6164, -4.5514, 1.2947], [-8.7643, -0.5722, 2.9976], [-8.9629, -0.3842, 1.2736], [-7.4951, 0.2662, 2.0095], [-5.8664, -0.6018, -1.6920], [-4.4885, -0.5579, -0.6034], [-5.9849, 0.2828, -0.1461], [-6.0456, -5.1837, 0.6125], [-7.5345, -4.2111, 0.8115], [-6.9631, -5.1846, 2.1175], [-2.5781, 4.3561, 0.5266], [-2.0037, 5.1816, 1.5508], [-1.5141, 4.5442, 2.9454], [-1.7770, 3.1266, 3.1870], [-0.0087, 5.0526, 3.0750], [1.0739, 4.2620, 2.6161], [-2.2368, 5.4864, 4.0353], [-2.2124, 6.8937, 3.8618], [-2.7419, 3.3215, 0.8372], [-1.9810, 4.4306, -0.3820], [-3.5522, 4.7480, 0.2168], [1.8791, 4.4419, 3.3308], [1.4377, 4.4976, 1.6163], [0.9290, 3.1800, 2.6614], [-3.1944, 7.2881, 3.5966], [-1.5104, 7.2099, 3.0876], [-1.8790, 7.3499, 4.7960], [-1.8203, -4.4386, -6.4899], [-2.5919, -3.3020, -6.1410], [-2.6997, -2.8650, -4.5924], [-2.6331, -3.9747, -3.6288], [-1.5498, -1.7630, -4.5071], [-1.4850, -0.8306, -3.4314], [-4.0117, -1.9691, -4.4851], [-4.2460, -0.8472, -5.3399], [-0.8077, -4.0942, -6.7063], [-2.1507, -4.9664, -7.3855], [-1.8046, -5.2010, -5.7110], [-1.8968, 0.1280, -3.7451], [-0.4545, -0.6343, -3.1303], [-1.9482, -1.2429, -2.5324], [-3.2816, -0.5829, -5.7804], [-4.4698, -0.0313, -4.6539], [-5.0141, -0.9642, -6.0981], [3.0753, 2.8983, -0.8128], [3.9523, 4.0033, -1.1248], [4.5308, 3.9963, -2.6306], [5.3697, 5.1710, -2.9443], [5.1928, 2.5602, -2.7280], [6.0081, 2.2512, -3.8666], [3.2125, 3.9126, -3.5493], [2.2500, 4.9554, -3.4929], [2.1173, 3.0457, -1.3149], [2.9005, 3.0367, 0.2535], [3.4357, 1.8897, -1.0032], [5.5160, 2.6355, -4.7614], [5.9819, 1.1710, -4.0127], [7.0329, 2.5794, -3.7218], [2.4200, 5.5570, -4.3887], [2.4158, 5.6238, -2.6425], [1.2257, 4.5970, -3.4155], [3.7133, -2.4221, 4.3035], [4.2941, -2.6646, 3.0143], [5.1185, -4.0395, 2.8586], [4.4711, -5.2441, 3.3918], [5.3785, -4.0342, 1.2763], [6.5088, -4.7507, 0.7737], [6.5355, -3.6658, 3.5126], [7.3167, -2.6030, 2.9870], [3.8588, -1.4178, 4.7083], [4.1186, -3.0858, 5.0698], [2.6398, -2.5468, 4.1612], [7.0373, -4.0792, 0.0925], [6.1235, -5.5281, 0.1131], [7.1967, -5.1340, 1.5229], [8.0893, -3.0574, 2.3591], [7.7918, -2.0605, 3.7994], [6.7203, -1.9314, 2.3666], [4.1515, -0.7150, 0.2069], [4.2441, -1.8004, -0.7312], [3.7362, -1.6148, -2.2310], [4.3143, -0.4695, -2.9416], [3.9652, -3.0526, -2.8692], [5.2833, -3.5514, -2.8922], [2.1495, -1.5304, -2.1342], [1.3592, -2.5778, -1.5910], [5.0000, -0.0622, -0.0085], [4.2480, -1.0550, 1.2337], [3.2060, -0.1980, 0.0393], [5.8806, -3.2772, -3.7672], [5.3174, -4.6387, -2.8339], [5.8962, -3.1761, -2.0661], [0.5670, -2.8254, -2.2961], [0.8397, -2.2818, -0.6717], [1.9724, -3.4110, -1.2394]],
  "charge": -1
}

2.
{
  "formula": "C32H100BO32",
  "method": "ωB97M-V with the def2-TZVPD basis set",
  "elements": ["B", "H", "H", "H", "H", "C", "C", "O", "O", "H", "H", "H", "H", "H", "H", "C", "C", "O", "O", "H", "H", "H", "H", "H", "H", "C", "C", "O", "O", "H", "H", "H", "H", "H", "H", "C", "C", "O", "O", "H", "H", "H", "H", "H", "H", "C", "C", "O", "O", "H", "H", "H", "H", "H", "H", "C", "C", "O", "O", "H", "H", "H", "H", "H", "H", "C", "C", "O", "O", "H", "H", "H", "H", "H", "H", "C", "C", "O", "O", "H", "H", "H", "H", "H", "H", "C", "C", "O", "O", "H", "H", "H", "H", "H", "H", "C", "C", "O", "O", "H", "H", "H", "H", "H", "H", "C", "C", "O", "O", "H", "H", "H", "H", "H", "H", "C", "C", "O", "O", "H", "H", "H", "H", "H", "H", "C", "C", "O", "O", "H", "H", "H", "H", "H", "H", "C", "C", "O", "O", "H", "H", "H", "H", "H", "H", "C", "C", "O", "O", "H", "H", "H", "H", "H", "H", "C", "C", "O", "O", "H", "H", "H", "H", "H", "H"],
  "xyz": [[0.3776, 0.2412, -0.3264], [-0.3384, -0.5173, -0.0504], [-0.1443, 0.9407, -0.9609], [0.6346, 0.7857, 0.5689], [1.2341, -0.2509, -0.7606], [2.7236, -4.6586, 0.3843], [3.7554, -5.7843, 0.7344], [3.5979, -6.1774, 2.0801], [3.2343, -3.5027, 0.8224], [1.7591, -4.8743, 0.8440], [2.6133, -4.4973, -0.6880], [4.7968, -5.4670, 0.6817], [3.6385, -6.6361, 0.0645], [3.6584, -5.3875, 2.6222], [2.5652, -2.8185, 0.7460], [-0.6222, -4.4761, -2.4245], [-0.0673, -3.0878, -2.3725], [0.2323, -2.6721, -0.9600], [-1.9673, -4.4910, -1.8869], [0.0936, -5.1220, -1.9159], [-0.6849, -4.6798, -3.4934], [-0.4121, -2.2669, -3.0013], [0.9050, -3.1240, -2.8639], [0.1832, -1.7257, -0.8062], [-2.2412, -5.3956, -1.7189], [4.5304, -1.6556, -6.0753], [3.7252, -1.4758, -4.8045], [2.5975, -0.6650, -5.1480], [5.7792, -2.1439, -5.6588], [4.7586, -0.7649, -6.6607], [4.0726, -2.3096, -6.8174], [4.3422, -0.9225, -4.0964], [3.4946, -2.3846, -4.2487], [2.4003, -0.1501, -4.3622], [6.3397, -2.2035, -6.4359], [-4.0825, -2.5655, -5.9945], [-3.2465, -2.0262, -4.7634], [-2.6712, -0.7761, -5.2508], [-5.2140, -1.7991, -6.3307], [-4.2767, -3.6177, -5.7863], [-3.3820, -2.6967, -6.8192], [-2.5766, -2.8644, -4.5716], [-3.8548, -1.9758, -3.8603], [-2.2869, -0.4006, -4.4553], [-5.3756, -1.1688, -5.6249], [5.3277, -0.1210, -0.4934], [3.9043, -0.4753, -0.8505], [3.3084, 0.3470, -1.8192], [5.5115, 0.7561, 0.5695], [5.8173, 0.1375, -1.4324], [5.8228, -1.0126, -0.1087], [3.3319, -0.6521, 0.0601], [3.7708, -1.3998, -1.4122], [2.5763, 0.6515, -1.2780], [5.2829, 1.5504, 0.0812], [-1.5768, 1.5696, -3.0751], [-0.3926, 1.3393, -3.9899], [0.6865, 0.8838, -3.2247], [-2.2253, 0.3969, -2.4801], [-2.3285, 1.8810, -3.8004], [-1.3151, 2.3268, -2.3360], [-0.0767, 2.2893, -4.4210], [-0.5288, 0.7306, -4.8837], [0.5844, 0.8694, -2.2703], [-1.8797, 0.3989, -1.5844], [-1.0551, -1.2358, 2.7210], [0.3825, -1.0038, 3.2438], [1.3419, -1.2618, 2.2052], [-1.5635, -0.1569, 1.9258], [-1.7750, -1.6005, 3.4536], [-0.8875, -2.0763, 2.0475], [0.5223, -1.7609, 4.0154], [0.4786, 0.0138, 3.6222], [1.2674, -0.6014, 1.5125], [-0.8344, 0.0556, 1.3386], [-1.3747, 6.5332, -0.8291], [-2.5891, 5.7780, -0.5297], [-2.7975, 5.9125, 0.8667], [-1.6631, 7.9290, -0.5588], [-0.9834, 6.3930, -1.8368], [-0.6851, 6.1437, -0.0802], [-2.5936, 4.7370, -0.8528], [-3.3726, 6.1135, -1.2093], [-2.4211, 6.7554, 1.1302], [-0.8132, 8.3710, -0.6216], [2.2296, 4.2675, -2.6756], [2.7150, 5.3458, -3.6843], [4.1213, 5.7535, -3.7106], [0.7960, 4.2039, -2.5955], [2.6041, 4.5204, -1.6837], [2.7152, 3.3182, -2.9015], [2.1720, 6.2672, -3.4738], [2.4394, 4.9763, -4.6720], [4.5070, 5.3024, -4.4652], [0.6177, 3.8364, -1.7267], [1.1989, 4.0343, 0.7765], [2.4902, 3.3349, 1.2695], [2.2787, 2.2315, 2.2098], [0.5027, 3.2212, -0.1473], [1.5949, 4.9411, 0.3194], [0.4469, 4.3988, 1.4762], [2.9933, 4.2441, 1.5987], [2.8202, 2.9805, 0.2929], [1.3782, 1.8992, 2.1918], [0.4718, 2.3197, 0.1814], [-4.6536, -1.6087, 1.0640], [-3.9028, -2.2516, -0.1597], [-3.9303, -3.7031, 0.0671], [-4.2307, -0.3594, 1.5259], [-4.3700, -2.3829, 1.7769], [-5.7406, -1.5929, 0.9837], [-2.8852, -1.8649, -0.1046], [-4.3294, -2.0454, -1.1414], [-3.3390, -4.0019, -0.6277], [-3.2895, -0.4265, 1.7021], [-4.0324, 3.1885, 1.8345], [-3.3426, 2.5307, 2.9733], [-3.1303, 3.2910, 4.1749], [-4.4332, 4.4711, 2.3146], [-5.0043, 2.7416, 1.6254], [-3.4495, 3.2152, 0.9138], [-2.3679, 2.1995, 2.6152], [-3.7650, 1.5373, 3.1249], [-3.5150, 4.1703, 4.1543], [-3.7984, 5.0218, 1.8505], [2.9510, 3.0316, 6.5503], [4.0868, 2.9449, 5.5929], [3.8510, 3.5172, 4.3577], [2.7232, 4.3249, 7.1004], [3.1170, 2.4188, 7.4364], [2.0906, 2.6566, 5.9962], [4.5368, 1.9552, 5.5152], [5.0100, 3.4316, 5.9076], [2.9976, 3.2103, 4.0431], [3.4896, 4.4644, 7.6614], [-5.0632, 1.3609, -1.5105], [-5.9611, 1.7259, -2.6833], [-6.4236, 0.6077, -3.2632], [-5.7050, 1.2312, -0.2434], [-4.2679, 2.0978, -1.3976], [-4.4238, 0.5170, -1.7694], [-5.2427, 2.1465, -3.3869], [-6.5541, 2.5869, -2.3749], [-6.9474, 0.0829, -2.6535], [-5.2524, 0.5424, 0.2488], [-2.3052, -5.6467, 3.1153], [-1.6304, -4.8155, 4.2621], [-2.5542, -4.6761, 5.2870], [-1.7188, -5.3556, 1.8254], [-3.3013, -5.2054, 3.0829], [-2.4862, -6.6658, 3.4570], [-1.4302, -3.8171, 3.8732], [-0.6637, -5.2808, 4.4549], [-2.1871, -4.5611, 6.1666], [-2.1334, -4.6432, 1.3333], [2.8997, -4.0092, 6.0298], [2.5103, -3.5226, 4.6445], [2.9254, -2.1576, 4.4305], [4.3081, -4.2081, 6.2114], [2.3136, -4.9069, 6.2267], [2.5514, -3.2964, 6.7773], [1.4300, -3.6181, 4.5350], [2.9324, -4.1734, 3.8787], [2.4683, -1.7561, 3.6879], [4.6912, -3.3598, 5.9765]],
  "charge": -1
}

Record order is preserved below.
LUMO: 0.0667; 0.0673 Eh
Record order is preserved below.
Energy relative to the best compared isomer or geometry (same formula, charge and spin): 0.000; 2.422 eV